Record 1
Here is C23H30MoNO8 as an isolated structure in a non-equilibrium geometry from the Open Molecules 2025 dataset. Energies are from ωB97M-V/def2-TZVPD.

Geometry (Å):
C1 2.925 1.185 -1.744
C2 1.746 2.083 -1.248
C3 3.201 0.115 -0.646
C4 2.556 0.651 0.629
H1 4.283 -0.042 -0.570
H2 2.703 -0.823 -0.946
C5 1.378 1.509 0.111
H3 0.908 2.057 -1.963
H4 2.120 3.105 -1.103
C6 0.325 0.396 0.009
H5 1.050 2.281 0.828
H6 3.309 1.217 1.200
C7 1.877 -0.406 1.538
C8 2.652 0.475 -3.052
C9 4.201 1.923 -2.171
O1 5.278 1.629 -1.696
O2 1.566 0.326 -3.583
O3 3.809 0.037 -3.582
O4 4.132 2.882 -3.124
C10 2.947 3.324 -3.848
H7 2.060 3.437 -3.208
H8 2.742 2.647 -4.690
H9 3.245 4.303 -4.234
C11 3.668 -0.661 -4.820
H10 3.044 -1.555 -4.690
H11 4.687 -0.931 -5.094
H12 3.218 -0.011 -5.583
O5 0.533 -0.524 1.099
H13 0.465 -0.195 -0.916
H14 -0.741 0.690 -0.031
C12 1.891 0.179 2.941
C13 2.536 -1.798 1.543
H15 3.521 -1.787 1.065
H16 1.900 -2.537 1.045
H17 2.677 -2.105 2.582
H18 1.147 -0.315 3.570
H19 1.675 1.254 2.900
H20 2.877 0.043 3.392
Mo1 -3.481 -0.840 1.084
C14 -3.962 0.487 3.063
C15 -2.629 0.944 2.754
C16 -2.649 1.516 1.434
H21 -1.772 0.945 3.421
C17 -3.989 1.427 0.911
C18 -4.814 0.790 1.923
H22 -5.891 0.632 1.873
H23 -4.297 0.081 4.003
H24 -1.827 2.054 0.965
H25 -4.326 1.809 -0.059
C19 -3.079 -3.003 1.007
C20 -4.442 -2.734 0.585
C21 -4.379 -1.889 -0.597
H26 -5.347 -3.120 1.039
C22 -2.979 -1.652 -0.900
C23 -2.181 -2.332 0.095
H27 -1.094 -2.416 0.094
H28 -2.776 -3.661 1.821
H29 -5.220 -1.531 -1.171
H30 -2.587 -1.130 -1.764
O6 -5.933 -1.891 3.498
N1 -5.104 -2.617 4.134
O7 -5.487 -3.616 4.777
O8 -3.865 -2.310 4.103

HOMO energy (alpha / beta): -4.05 / -3.36 eV
Gap between HOMO and LUMO (alpha / beta): 6.02 / 5.34 eV
Multiplicity: 3
Largest force on an atom: 4.1 eV/A
Total charge: -1
Molar mass: 544.43 g mol⁻¹

Record 2
Here is one molecule with the formula C35H49NO6S in a non-equilibrium geometry from the Open Molecules 2025 dataset. Energies are from ωB97M-V/def2-TZVPD.

Geometry (Å):
C1 -8.865 -0.336 -3.619
C2 -8.184 -0.535 -2.298
O1 -8.674 -0.286 -1.247
O2 -6.895 -0.987 -2.381
C3 -6.792 -2.416 -2.471
C4 -5.573 -2.875 -1.705
C5 -4.299 -2.124 -2.091
C6 -3.055 -2.879 -1.634
C7 -1.770 -2.244 -2.170
C8 -1.374 -0.990 -1.351
C9 0.090 -0.974 -0.881
C10 0.260 -0.288 0.501
C11 1.358 0.754 0.591
C12 2.393 0.631 1.532
C13 2.491 -0.489 2.544
C14 3.331 -1.662 2.057
C15 3.162 -2.881 2.993
C16 1.937 -3.713 2.586
C17 1.215 -4.372 3.757
C18 0.445 -3.428 4.641
O3 -0.705 -2.909 3.936
C19 -1.434 -2.056 4.677
C20 -1.959 -0.853 3.965
O4 -1.653 -2.237 5.837
C21 3.415 1.586 1.544
C22 3.461 2.673 0.681
C23 4.660 3.594 0.771
C24 5.860 2.935 0.074
C25 5.630 2.702 -1.408
O5 5.072 1.400 -1.596
C26 4.680 1.129 -2.843
C27 4.351 -0.308 -3.061
O6 4.603 1.947 -3.708
C28 2.408 2.830 -0.224
C29 1.388 1.863 -0.262
S1 0.099 2.132 -1.463
C30 -0.068 3.886 -1.283
C31 -1.313 4.506 -1.291
C32 -1.393 5.890 -1.149
C33 -0.217 6.618 -0.979
C34 1.025 5.994 -0.973
C35 1.114 4.610 -1.126
N1 2.351 3.926 -1.124
H1 -8.793 0.716 -3.877
H2 -8.336 -0.902 -4.380
H3 -9.891 -0.675 -3.564
H4 -6.716 -2.732 -3.515
H5 -7.688 -2.870 -2.049
H6 -5.779 -2.725 -0.644
H7 -5.465 -3.949 -1.855
H8 -4.367 -1.138 -1.639
H9 -4.279 -2.008 -3.176
H10 -3.137 -3.915 -1.965
H11 -3.033 -2.892 -0.544
H12 -1.925 -1.966 -3.209
H13 -0.977 -2.985 -2.093
H14 -2.016 -0.987 -0.470
H15 -1.632 -0.089 -1.893
H16 0.692 -0.457 -1.624
H17 0.417 -2.008 -0.814
H18 -0.677 0.153 0.827
H19 0.530 -1.087 1.179
H20 2.912 -0.076 3.459
H21 1.495 -0.830 2.824
H22 3.034 -1.964 1.055
H23 4.376 -1.361 2.063
H24 4.074 -3.469 3.029
H25 2.965 -2.482 3.989
H26 1.239 -3.053 2.072
H27 2.250 -4.468 1.868
H28 0.511 -5.100 3.358
H29 1.936 -4.878 4.396
H30 0.094 -3.980 5.508
H31 1.039 -2.583 4.985
H32 -2.998 -0.991 3.684
H33 -1.925 -0.036 4.679
H34 -1.352 -0.580 3.110
H35 4.213 1.471 2.268
H36 4.463 4.567 0.328
H37 4.893 3.731 1.824
H38 5.985 1.960 0.545
H39 6.779 3.489 0.245
H40 4.986 3.483 -1.805
H41 6.563 2.767 -1.964
H42 3.599 -0.380 -3.835
H43 5.245 -0.822 -3.407
H44 3.969 -0.788 -2.165
H45 -2.184 3.882 -1.414
H46 -2.369 6.349 -1.151
H47 -0.268 7.688 -0.841
H48 1.915 6.597 -0.850
H49 3.059 4.609 -0.901

HOMO energy: -7.71 eV
Gap between HOMO and LUMO: 8.36 eV
Largest force on an atom: 1.0 eV/A
Total charge: 0
Molar mass: 611.85 g mol⁻¹

Record 3
Here is a 2-piece molecular cluster, C11H15N overall in a non-equilibrium geometry from the Open Molecules 2025 dataset. Energies are from ωB97M-V/def2-TZVPD.

Geometry (Å):
C1 1.677 2.383 -0.763
C2 1.890 2.166 0.737
H1 2.467 2.035 -1.453
H2 0.735 1.959 -1.075
H3 1.658 3.423 -1.110
H4 2.759 1.528 0.859
H5 1.159 1.720 1.413
H6 2.110 3.157 1.164
C3 0.148 -0.572 -2.469
C4 -1.268 -0.484 0.914
C5 -0.807 -1.186 -0.187
C6 -0.749 -0.257 -1.288
C7 -1.377 0.895 -0.880
C8 -1.274 -1.047 2.199
C9 -0.847 -2.349 2.352
C10 -0.487 -2.563 -0.072
C11 -0.373 -3.055 1.211
N1 -1.564 0.787 0.528
H7 -1.964 1.560 1.021
H8 -1.607 -0.305 2.933
H9 -1.790 1.784 -1.299
H10 -1.042 -2.849 3.293
H11 -0.361 -3.049 -1.023
H12 0.175 0.258 -3.199
H13 -0.261 -1.403 -3.036
H14 -0.170 -4.110 1.341
H15 1.165 -0.426 -2.112

HOMO energy: -7.81 eV
Gap between HOMO and LUMO: 8.75 eV
Largest force on an atom: 2.9 eV/A
Total charge: 0
ΔE to the lowest compared entry with this formula, charge and spin: 38.3 kcal/mol
Molar mass: 161.25 g mol⁻¹